1.
Computed, not measured: a molecular structure, C54H52BrN5OS2SbTi at a distorted geometry, with ωB97M-V/def2-TZVPD.

```
117
Properties=species:S:1:pos:R:3:lowdin_spin:R:1
Ti 0.1079 -0.0117 -0.4858 1.03
C 1.8203 -3.5841 -2.5351 0.06
C 2.3966 -3.0124 -3.6794 0.03
C 2.3221 -1.6565 -3.8716 0.03
C 1.6455 -0.8672 -2.9249 0.05
N 1.1354 -1.4224 -1.7946 0.08
C 1.2204 -2.7479 -1.6236 0.02
C 1.4851 0.5606 -3.0254 0.15
C 1.8537 1.3600 -4.1136 -0.01
C 1.6370 2.7173 -4.0845 0.14
C 1.0185 3.2940 -2.9501 0.01
C 0.6590 2.4901 -1.8986 0.09
N 0.8928 1.1379 -1.9170 0.17
C -0.0598 2.9560 -0.6907 0.01
C -0.3589 4.2954 -0.4510 0.01
C -1.0797 4.6289 0.6796 0.01
C -1.4941 3.6271 1.5534 0.02
C -1.1400 2.3240 1.2693 0.02
N -0.4310 1.9948 0.1832 0.03
H 1.8453 -4.6469 -2.3444 0.00
H 2.9026 -3.6322 -4.4067 0.00
H 2.7658 -1.1994 -4.7434 0.00
H 0.7814 -3.1269 -0.7112 0.00
H 2.3052 0.9104 -4.9871 0.00
H 1.9167 3.3387 -4.9219 0.01
H 0.8189 4.3545 -2.9324 0.00
H -0.0356 5.0596 -1.1403 0.00
H -1.3214 5.6649 0.8743 0.00
H -2.0698 3.8439 2.4411 0.00
H -1.4226 1.4992 1.9144 0.00
C -7.9525 0.2252 -1.8800 0.00
C -7.2112 -0.1757 -0.6044 0.00
C -7.5132 0.8664 0.4805 0.00
C -7.7327 -1.5447 -0.1522 0.00
C -5.7006 -0.2454 -0.8159 0.00
C -4.8785 -0.6709 0.2269 0.00
C -3.5154 -0.7057 0.0478 0.00
Br -2.4192 -1.2959 1.4711 0.00
C -2.8898 -0.3235 -1.1503 0.00
O -1.5524 -0.3709 -1.2241 0.00
C -3.6999 0.0785 -2.2189 0.00
C -5.0831 0.1065 -2.0013 0.00
C -3.2292 0.4598 -3.6278 0.00
C -3.8212 -0.5488 -4.6272 0.00
C -1.7153 0.4688 -3.8320 0.00
C -3.7326 1.8734 -3.9676 0.00
H -9.0256 0.2457 -1.6863 0.00
H -7.7767 -0.4805 -2.6935 0.00
H -7.6631 1.2208 -2.2198 0.00
H -8.5861 0.9097 0.6752 0.00
H -7.1828 1.8586 0.1699 0.00
H -7.0135 0.6231 1.4186 0.00
H -8.8184 -1.5170 -0.0466 0.00
H -7.3184 -1.8376 0.8125 0.00
H -7.4806 -2.3194 -0.8773 0.00
H -5.2931 -0.9739 1.1779 0.00
H -5.7048 0.4171 -2.8249 0.00
H -3.4682 -1.5584 -4.4120 0.00
H -3.5103 -0.2886 -5.6403 0.00
H -4.9098 -0.5611 -4.6048 0.00
H -1.2634 -0.5034 -3.6346 0.00
H -1.2269 1.2071 -3.1990 0.00
H -1.5158 0.7363 -4.8718 0.00
H -4.8189 1.9364 -3.9951 0.00
H -3.3621 2.1694 -4.9505 0.00
H -3.3709 2.5991 -3.2367 0.00
N 4.2192 0.8566 -1.1181 0.00
C 3.9905 1.3159 0.1371 0.00
N 2.8268 1.3117 0.7085 0.01
C 2.9365 1.8024 2.0062 0.00
C 1.8902 1.9257 2.9163 0.00
C 2.1473 2.4338 4.1757 0.00
C 3.4365 2.8157 4.5497 0.00
C 4.4904 2.6895 3.6639 0.00
C 4.2257 2.1822 2.4008 0.00
S 5.3381 1.8983 1.0896 0.00
H 3.4112 0.7656 -1.7126 0.00
H 5.0736 1.1152 -1.5797 0.00
H 0.8972 1.6062 2.6430 0.00
H 1.3358 2.5332 4.8843 0.00
H 3.6156 3.2103 5.5402 0.00
H 5.4905 2.9821 3.9524 0.00
S 1.1332 -1.1688 1.6535 0.02
Sb 1.2720 -3.2350 2.5427 0.00
C 3.2776 -3.5339 3.0361 0.00
C 3.6514 -4.6429 3.7879 0.00
C 4.9837 -4.8279 4.1219 0.00
C 5.9339 -3.9038 3.7082 0.00
C 5.5582 -2.7979 2.9634 0.00
C 4.2267 -2.6076 2.6220 0.00
C 0.1454 -3.3599 4.2955 0.00
C 0.2157 -2.3060 5.2025 0.00
C -0.5238 -2.3587 6.3724 0.00
C -1.3349 -3.4551 6.6320 0.00
C -1.4070 -4.5026 5.7280 0.00
C -0.6655 -4.4576 4.5553 0.00
C 0.6524 -4.8328 1.3416 0.00
C 1.5752 -5.7694 0.8902 0.00
C 1.1603 -6.8041 0.0622 0.00
C -0.1698 -6.8970 -0.3162 0.00
C -1.0919 -5.9580 0.1274 0.00
C -0.6840 -4.9267 0.9572 0.00
H 2.9125 -5.3611 4.1262 0.00
H 5.2805 -5.6867 4.7080 0.00
H 6.9729 -4.0466 3.9733 0.00
H 6.2990 -2.0762 2.6468 0.00
H 3.9260 -1.7406 2.0449 0.00
H 0.8361 -1.4410 4.9950 0.00
H -0.4693 -1.5441 7.0818 0.00
H -1.9145 -3.4902 7.5448 0.00
H -2.0399 -5.3551 5.9337 0.00
H -0.7244 -5.2809 3.8530 0.00
H 2.6185 -5.6975 1.1755 0.00
H 1.8762 -7.5361 -0.2861 0.00
H -0.4923 -7.7044 -0.9597 0.00
H -2.1278 -6.0297 -0.1742 0.00
H -1.4090 -4.1882 1.2849 0.00
```

* total charge: +1
* largest force on an atom: 1.05 eV/A
* frontier orbital gap (spin up / spin down): 5.3 / 7.4 eV
* multiplicity: 3
* calculated total energy: -187705.5526 eV
* M: 1100.709 g/mol
* expectation value of S²: 2.03

***

2.
Computed, not measured: a molecular structure, CH2FeLiO3 at a distorted geometry, with ωB97M-V/def2-TZVPD.

```
8
Properties=species:S:1:pos:R:3:lowdin_spin:R:1
O 1.1651 -0.0034 0.0829 0.08
C 0.0224 -0.7368 0.0953 0.02
O -0.0279 -1.9401 0.2895 0.03
O -0.9685 0.0009 -0.2465 0.15
H 1.9813 -0.5063 0.2082 0.00
Li -2.1245 -1.8465 -0.1569 0.00
Fe -0.0316 1.7197 -0.3718 4.35
H -0.0163 3.3126 0.0993 0.37
```

* total charge: +2
* largest force on an atom: 4.00 eV/A
* frontier orbital gap (spin up / spin down): 11.8 / 7.5 eV
* multiplicity: 6
* calculated total energy: -41784.0806 eV
* M: 124.810 g/mol
* expectation value of S²: 8.76

***

3.
Computed, not measured: a molecular structure, C34H40ClN11OSTi, with ωB97M-V/def2-TZVPD.

```
89
Properties=species:S:1:pos:R:3:lowdin_spin:R:1
Ti -1.1276 2.1415 2.0154 0.94
C -1.9540 3.8858 3.4938 0.00
C -2.5358 2.6636 3.8821 0.00
C -1.5037 1.8071 4.3209 0.00
C -0.2822 2.5054 4.1944 0.00
C -0.5645 3.7906 3.6808 0.00
H -2.4743 4.7333 3.0793 0.00
H -3.5831 2.4153 3.8191 0.00
H -1.6235 0.7971 4.6805 0.00
H 0.6962 2.1421 4.4610 0.00
H 0.1586 4.5591 3.4610 0.00
N -0.9310 5.3638 0.6674 0.00
C -2.0402 4.7301 0.2154 0.01
N -2.8150 5.4217 -0.6195 0.06
C -3.9072 4.7657 -1.0377 0.03
N -4.6908 5.4234 -1.9332 0.01
N -4.2761 3.5451 -0.6883 0.08
C -3.4516 2.9228 0.1799 0.14
N -2.2941 3.4899 0.6614 0.08
C -3.7829 1.6253 0.6356 0.15
C -4.9707 0.9623 0.2246 0.04
C -5.2960 -0.2462 0.7575 0.07
C -4.4472 -0.8186 1.7444 0.11
C -3.3014 -0.1472 2.0753 0.02
N -2.9147 1.0162 1.5215 0.18
H -0.7011 6.2023 0.1606 0.00
H -0.1567 4.7834 0.9709 0.00
H -4.5380 6.4102 -2.0365 0.00
H -5.6095 5.0533 -2.0964 0.00
H -5.5984 1.4584 -0.5010 0.00
H -6.2024 -0.7535 0.4538 0.00
H -4.6921 -1.7485 2.2367 0.01
H -2.6363 -0.5468 2.8328 0.00
C 1.2864 2.1319 -3.8933 0.00
C 0.5810 1.9335 -2.5872 0.00
C -0.6262 1.2357 -2.5045 0.00
C -1.1740 1.0760 -1.2484 0.00
N -0.5758 1.5627 -0.1663 0.00
C 0.5832 2.2362 -0.3281 0.00
S 1.2054 2.8706 1.1518 0.01
N 1.1797 2.4280 -1.5073 0.00
H 2.1006 1.4073 -3.9749 0.00
H 1.7305 3.1247 -3.9253 0.00
H 0.6145 1.9964 -4.7393 0.00
H -1.1182 0.8488 -3.3852 0.00
H -2.1167 0.5613 -1.0928 0.00
C 2.4954 -5.0507 -1.6070 0.00
C 1.3935 -4.8259 -0.5650 0.00
C 0.0294 -5.0105 -1.2399 0.00
C 1.5591 -5.8960 0.5206 0.00
C 1.5490 -3.3935 0.0491 0.00
O 2.8804 -3.2150 0.5155 0.00
C 1.1456 -2.3034 -0.9660 0.00
C 1.8622 -0.9543 -0.8221 0.00
C 3.2385 -0.9197 -1.4418 0.00
C 4.3584 -0.5988 -0.6812 0.00
C 5.6231 -0.5458 -1.2505 0.00
C 5.7684 -0.8173 -2.5995 0.00
Cl 7.3475 -0.7571 -3.3236 0.00
C 4.6714 -1.1350 -3.3840 0.00
C 3.4164 -1.1836 -2.7988 0.00
C 0.6969 -3.2859 1.3237 0.00
N 0.5802 -1.9351 1.8457 0.00
C -0.3497 -1.0176 1.5812 0.00
N -0.0651 0.1085 2.2118 0.01
C 1.0972 -0.1885 2.8560 0.00
N 1.5169 -1.4142 2.6674 0.00
H 2.3304 -6.0059 -2.1084 0.00
H 3.4782 -5.0912 -1.1368 0.00
H 2.5154 -4.2770 -2.3775 0.00
H -0.0658 -6.0427 -1.5817 0.00
H -0.0924 -4.3663 -2.1111 0.00
H -0.8032 -4.8209 -0.5590 0.00
H 1.6444 -6.8792 0.0545 0.00
H 0.7034 -5.9349 1.1973 0.00
H 2.4620 -5.7190 1.1063 0.00
H 3.4538 -2.9784 -0.2227 0.00
H 0.0649 -2.1482 -0.8987 0.00
H 1.3148 -2.6687 -1.9796 0.00
H 1.9428 -0.6467 0.2199 0.00
H 1.2493 -0.2073 -1.3256 0.00
H 4.2373 -0.3878 0.3747 0.00
H 6.4890 -0.2940 -0.6540 0.00
H 4.8032 -1.3371 -4.4381 0.00
H 2.5578 -1.4212 -3.4181 0.00
H 1.1525 -3.8801 2.1111 0.00
H -0.3137 -3.6480 1.1409 0.00
H -1.2021 -1.1913 0.9459 0.00
H 1.6403 0.5185 3.4564 0.00
```

* total charge: 0
* largest force on an atom: 0.10 eV/A
* frontier orbital gap (spin up / spin down): 5.6 / 8.2 eV
* multiplicity: 3
* calculated total energy: -100824.8148 eV
* M: 734.157 g/mol
* expectation value of S²: 2.02

***

4.
Computed, not measured: C3H3Cl3O in the gas phase at a distorted geometry, with ωB97M-V/def2-TZVPD.

```
10
Properties=species:S:1:pos:R:3:lowdin_spin:R:1
C -0.0168 0.3243 -0.4377 0.85
C -0.2870 -0.2715 0.7438 0.76
C -1.9020 -0.4216 2.7231 0.03
O -1.5957 -0.3219 1.2380 0.20
Cl -3.5073 -0.5722 3.0097 0.00
Cl -1.1544 1.0127 3.4448 0.03
Cl -0.8793 -1.8395 3.4767 0.00
H 0.9518 0.3327 -0.9395 0.05
H -0.6632 0.9244 -1.1250 0.05
H 0.5840 -0.7709 1.2169 0.03
```

* total charge: 0
* largest force on an atom: 9.91 eV/A
* frontier orbital gap (spin up / spin down): 5.8 / 9.0 eV
* multiplicity: 3
* calculated total energy: -42768.0855 eV
* M: 161.415 g/mol
* expectation value of S²: 2.01

***

5.
Computed, not measured: a molecular structure, C61H68CdFN5O5P3Si2, with ωB97M-V/def2-TZVPD.

```
146
Properties=species:S:1:pos:R:3:mulliken_charge:R:1
Cd -0.8085 0.0233 0.1492 4.16
C 2.0232 -3.2731 -2.9954 -0.72
Si 0.6730 -3.6995 -1.7344 0.21
C 1.5017 -4.1160 -0.0858 -0.62
C -0.0183 -5.3369 -2.3835 -1.25
N -0.4051 -2.4309 -1.5454 0.58
P -1.9144 -2.0861 -1.8560 2.14
C -2.4498 -0.6726 -1.1169 -1.54
P -3.2871 0.7342 -1.4750 2.11
N -2.4249 2.0748 -1.4312 0.24
Si -2.8134 3.6856 -1.0996 0.13
C -1.2833 4.7828 -1.2590 -1.24
C -4.0461 4.4480 -2.3243 -1.04
C -3.4512 3.9980 0.6479 -1.02
C -4.2058 0.6480 -3.0651 0.04
C -5.3942 -0.0681 -3.1972 -0.30
C -6.0748 -0.0964 -4.4057 -0.85
C -5.5613 0.5725 -5.5096 -0.68
C -4.3653 1.2666 -5.3962 -0.66
C -3.7006 1.3104 -4.1783 0.15
C -4.6917 0.9098 -0.2905 0.08
C -5.8356 1.6521 -0.5830 -0.10
C -6.8273 1.8408 0.3690 -0.85
C -6.6828 1.2960 1.6386 -0.57
C -5.5504 0.5526 1.9396 -0.83
C -4.5663 0.3515 0.9796 -0.81
C -2.9698 -3.4827 -1.2796 -0.12
C -3.3479 -3.4355 0.0640 -0.74
C -4.0606 -4.4774 0.6369 -0.80
C -4.4260 -5.5776 -0.1297 -0.57
C -4.0595 -5.6344 -1.4666 -0.92
C -3.3277 -4.5973 -2.0339 -0.15
C -2.1639 -2.0546 -3.6772 0.33
C -3.3738 -2.3226 -4.3136 -0.07
C -3.4862 -2.2337 -5.6940 -0.93
C -2.3899 -1.8639 -6.4608 -0.95
C -1.1830 -1.5786 -5.8382 -1.01
C -1.0732 -1.6759 -4.4578 -0.72
H 2.8221 -4.0221 -2.9942 0.42
H 1.5879 -3.2521 -3.9985 0.30
H 2.4745 -2.2934 -2.8176 -0.06
H 2.4154 -4.7065 -0.2054 0.31
H 1.7329 -3.2065 0.4733 -0.21
H 0.8018 -4.6904 0.5281 0.30
H 0.8066 -6.0332 -2.5722 0.45
H -0.7053 -5.8053 -1.6761 0.29
H -0.5516 -5.1909 -3.3265 0.21
H -0.7541 4.6186 -2.2020 0.26
H -1.5814 5.8354 -1.2214 0.46
H -0.5855 4.6097 -0.4365 0.25
H -3.6115 4.4769 -3.3282 0.26
H -4.9759 3.8810 -2.3895 0.25
H -4.2962 5.4749 -2.0382 0.39
H -2.8406 3.4351 1.3593 0.21
H -3.3731 5.0608 0.9005 0.42
H -4.4895 3.6897 0.7822 0.29
H -5.7950 -0.5995 -2.3407 0.58
H -7.0045 -0.6476 -4.4879 0.38
H -6.0881 0.5457 -6.4565 0.36
H -3.9512 1.7802 -6.2564 0.40
H -2.7833 1.8764 -4.0677 -0.12
H -5.9612 2.0839 -1.5685 0.32
H -7.7111 2.4170 0.1194 0.36
H -7.4538 1.4451 2.3860 0.36
H -5.4250 0.1143 2.9226 0.50
H -3.6940 -0.2436 1.2236 0.37
H -3.0787 -2.5668 0.6574 0.22
H -4.3317 -4.4223 1.6844 0.51
H -4.9939 -6.3872 0.3143 0.38
H -4.3346 -6.4915 -2.0710 0.39
H -3.0238 -4.6700 -3.0696 0.45
H -4.2378 -2.6057 -3.7270 0.63
H -4.4383 -2.4396 -6.1685 0.43
H -2.4799 -1.7887 -7.5385 0.36
H -0.3220 -1.2758 -6.4230 0.48
H -0.1323 -1.4555 -3.9674 0.33
O 2.2168 2.7326 1.5019 -0.83
C 1.2937 2.2919 0.7999 0.19
O 0.2382 1.7219 1.2158 -0.89
C 1.4238 2.4089 -0.7313 0.60
P 1.4825 0.7126 -1.4330 1.02
C 1.3708 1.0221 -3.2287 0.45
C 2.3276 0.6114 -4.1523 -0.90
C 2.1262 0.8157 -5.5129 -0.72
C 0.9689 1.4334 -5.9600 -0.84
C 0.0002 1.8251 -5.0435 -0.66
C 0.1878 1.6110 -3.6877 0.17
C 3.2356 0.2315 -1.1985 0.63
C 3.4918 -1.0568 -0.7384 -0.57
C 4.7952 -1.4884 -0.5213 -0.72
C 5.8557 -0.6276 -0.7573 -0.77
C 5.6121 0.6643 -1.2117 -0.82
C 4.3113 1.0888 -1.4316 -0.48
H 2.2649 3.0426 -1.0106 0.71
H 0.4961 2.8256 -1.1249 -1.11
H 3.2333 0.1222 -3.8150 0.35
H 2.8767 0.4853 -6.2213 0.38
H 0.8090 1.5901 -7.0200 0.37
H -0.9206 2.2780 -5.3911 0.39
H -0.6009 1.8670 -2.9822 -0.07
H 2.6560 -1.7131 -0.5345 0.28
H 4.9727 -2.4973 -0.1689 0.46
H 6.8739 -0.9603 -0.5906 0.36
H 6.4386 1.3403 -1.3969 0.38
H 4.1280 2.0955 -1.7877 0.40
C 1.1957 0.1582 7.6073 -1.07
C 1.6466 -1.1245 6.9171 -1.16
N 1.5499 -1.0540 5.4695 0.20
C 0.3639 -1.4185 4.8780 -0.21
C 0.0654 -1.3069 3.5697 -0.48
C -1.3948 -1.5366 3.1620 -0.47
O -2.0661 -2.2668 3.9017 -0.84
O -1.7602 -0.8572 2.1728 -0.75
C 1.1108 -0.9083 2.6551 0.22
O 1.0574 -0.9417 1.4318 -0.08
C 2.3309 -0.3879 3.3105 0.18
C 3.2739 0.2516 2.5208 0.21
C 4.3645 0.8491 3.0853 -0.13
F 5.2693 1.4455 2.2680 -0.39
C 4.5501 0.8638 4.4637 -0.99
C 3.6306 0.1961 5.2612 -0.10
C 2.5139 -0.4348 4.6993 0.06
N 5.5629 1.6410 5.1089 0.28
C 6.3392 1.0053 6.1572 -0.71
C 6.5227 2.0489 7.2706 -0.76
N 6.3867 3.3971 6.6184 -0.14
C 7.1714 3.4251 5.3399 -0.64
C 6.4132 2.5345 4.3352 -0.76
H 1.2977 0.0688 8.6906 0.38
H 0.1493 0.3572 7.3762 0.35
H 1.7745 1.0191 7.2699 0.32
H 1.0175 -1.9543 7.2370 0.53
H 2.6696 -1.3913 7.1917 0.46
H -0.4040 -1.8006 5.5411 0.58
H 3.1304 0.3072 1.4527 0.08
H 3.7181 0.2527 6.3380 0.61
H 7.3128 0.6598 5.7827 0.31
H 5.8258 0.1358 6.5550 0.49
H 7.5030 2.0056 7.7420 0.37
H 5.7467 1.9835 8.0310 0.43
H 6.6435 4.1506 7.2518 0.31
H 5.3991 3.4899 6.3560 0.37
H 8.1681 3.0596 5.5794 0.31
H 7.2431 4.4539 4.9961 0.38
H 7.1335 2.0090 3.7008 0.43
H 5.7932 3.1564 3.6949 0.52
```

* total charge: -1
* largest force on an atom: 0.61 eV/A
* frontier orbital gap: 3.0 eV
* multiplicity: 1
* calculated total energy: -132957.5218 eV
* M: 1231.749 g/mol

***

- The highest largest force on an atom belongs to which entry?
  C3H3Cl3O